C40H44F9N5O5PS2Y | the ωB97M-V functional and the def2-TZVPD basis

```
107
Properties=species:S:1:pos:R:3:forces:R:3
Y -0.005874 0.448250 0.023124 0.6 -0.1 -0.2
C 3.334907 1.841476 -0.555695 0.0 0.1 0.0
O 2.560017 0.694068 -0.177506 -0.3 -0.1 0.0
C 3.373786 -0.475667 -0.031636 0.2 0.0 -0.1
C 2.571239 -1.639768 -0.548881 0.0 -0.1 -0.1
O 1.276357 -1.644638 0.059953 -0.2 0.2 0.0
C 1.092647 -2.489115 1.204187 0.1 -0.1 0.0
C 1.306290 -1.681586 2.462436 0.0 0.0 0.1
O 0.409093 -0.560767 2.463885 0.0 0.1 -0.2
C -0.769068 -0.852613 3.238267 0.0 -0.1 0.1
H 3.811216 1.659196 -1.520450 0.0 0.0 0.0
H 4.089818 2.049868 0.202943 0.0 0.0 0.0
H 2.658545 2.682756 -0.640083 0.0 0.0 0.0
H 3.664989 -0.584471 1.017480 0.0 0.0 -0.1
H 4.289779 -0.373949 -0.622093 -0.1 0.0 0.0
H 3.077254 -2.592542 -0.371986 0.0 0.1 0.0
H 2.390790 -1.527049 -1.620537 0.0 0.0 0.1
H 1.777835 -3.339346 1.150842 0.0 0.1 0.0
H 0.066356 -2.851053 1.141364 0.1 0.0 0.0
H 2.320590 -1.284992 2.528934 0.0 0.0 0.0
H 1.130062 -2.300627 3.346147 0.0 0.0 0.0
H -1.281252 -1.722879 2.830359 0.0 0.0 0.0
H -1.422692 0.011194 3.188149 0.0 0.0 0.0
H -0.479974 -1.025453 4.276213 0.0 0.0 0.0
S -0.439909 -0.361367 -2.557305 0.1 0.1 0.0
C -0.101343 1.315854 -2.792856 0.0 -0.2 0.1
N 0.340325 2.069337 -1.802464 -0.1 0.2 -0.1
C 0.591596 3.375192 -2.245004 0.0 -0.1 0.0
C 1.105627 4.425174 -1.489037 0.0 0.0 0.0
C 1.296063 5.654577 -2.085741 0.0 0.0 -0.1
C 0.976276 5.858788 -3.430970 0.0 0.0 0.1
C 0.471143 4.827490 -4.197694 0.0 0.0 0.0
C 0.289817 3.588416 -3.592261 0.0 0.1 0.0
S -0.291312 2.116647 -4.307272 0.0 0.0 0.0
H 1.344551 4.283878 -0.445241 0.0 0.0 0.1
H 1.698955 6.472715 -1.506486 0.0 0.0 0.0
H 1.129788 6.829925 -3.876929 0.0 0.0 0.0
H 0.235836 4.977775 -5.241260 0.0 0.0 0.0
N -2.658015 1.146965 -0.085156 0.1 0.0 0.1
C -3.324042 -0.037390 -0.664974 0.0 0.0 -0.2
C -4.772880 -0.194870 -0.178433 0.0 0.1 0.0
C -5.584148 -1.400801 -0.662742 0.0 0.0 0.0
C -5.767445 -1.509002 -2.173435 0.0 -0.1 0.0
N -4.530779 -1.993855 -2.781435 -0.1 -0.1 0.0
C -4.311570 -2.096492 -4.076497 0.0 0.1 0.0
N -3.093423 -2.443413 -4.504216 0.1 0.0 0.0
N -5.277125 -1.828505 -4.964102 0.0 0.0 0.0
C -2.437340 -1.246495 -0.369440 0.1 0.2 0.2
O -2.614923 -2.320226 -0.923230 -0.1 -0.4 0.0
O -1.492857 -1.017299 0.480230 -0.4 -0.5 0.0
H -2.818241 1.128825 0.924899 0.0 0.1 -0.1
H -3.109966 1.996270 -0.419300 0.1 -0.1 0.0
H -3.303555 0.096463 -1.750465 0.0 0.0 0.1
H -5.299557 0.722050 -0.462828 0.0 0.0 0.0
H -4.767626 -0.212883 0.916352 0.0 0.0 0.0
H -6.577106 -1.322383 -0.217521 0.0 0.0 0.0
H -5.158710 -2.335499 -0.291567 0.0 0.0 0.0
H -6.034004 -0.535952 -2.598726 0.0 0.0 0.0
H -6.580821 -2.208768 -2.386215 0.0 0.0 0.0
H -3.793728 -2.315136 -2.125103 0.0 0.2 -0.1
H -2.317946 -2.456391 -3.857496 -0.1 0.0 0.0
H -2.894406 -2.562571 -5.481894 0.0 0.0 0.0
H -6.232417 -1.743410 -4.662556 0.0 0.0 0.0
H -5.116258 -1.938514 -5.950994 0.0 0.0 0.0
F -2.177464 8.835409 -0.199614 0.1 0.0 0.0
C -3.084450 7.875489 0.027668 0.0 0.0 0.0
F -3.921902 8.331838 0.966082 0.0 0.0 0.1
F -3.784438 7.714576 -1.097692 -0.1 -0.1 -0.2
C -2.411907 6.593884 0.465227 0.0 0.1 0.1
C -2.329292 5.509952 -0.387696 0.0 0.0 0.0
C -1.672728 4.359777 0.030683 0.0 0.0 -0.1
C -1.090413 4.296135 1.288555 0.0 0.1 0.1
C -1.206045 5.390402 2.153846 0.0 0.0 -0.1
C -1.853994 6.537488 1.740895 0.0 0.0 -0.1
P -0.246868 2.785551 1.837766 0.1 0.3 0.2
C -1.065521 2.502879 3.447417 0.1 0.0 0.0
C -2.458943 2.452035 3.455245 0.0 0.0 -0.1
C -3.146155 2.110156 4.606373 0.0 0.0 0.1
C -2.439882 1.822374 5.765052 0.0 0.0 0.0
C -1.055732 1.908253 5.780874 0.0 0.0 0.0
C -0.368995 2.246158 4.624354 -0.1 0.0 0.0
C -3.161361 1.388017 7.018957 0.0 0.1 0.0
F -3.038507 0.063481 7.199570 0.1 -0.2 0.0
F -4.466172 1.662348 6.964354 -0.1 0.1 -0.1
F -2.659320 1.984564 8.103240 0.1 0.1 0.1
C 1.470813 3.245349 2.255616 -0.1 0.1 0.1
C 2.303264 2.232123 2.733491 0.0 0.0 0.0
C 3.626054 2.494167 3.051236 0.0 0.0 0.0
C 4.134641 3.769891 2.862368 0.0 0.1 0.0
C 3.319027 4.787790 2.388364 0.0 0.0 0.1
C 1.989314 4.528966 2.098127 0.0 0.0 -0.1
C 5.596793 4.060070 3.108942 0.0 0.0 0.0
F 6.259552 4.126868 1.943313 0.0 0.0 -0.2
F 5.772400 5.226750 3.732942 -0.1 0.1 0.0
F 6.181765 3.107389 3.838473 0.0 -0.1 0.1
H -2.768684 5.559429 -1.373671 0.0 0.0 0.0
H -1.598440 3.515842 -0.643356 0.1 0.0 0.0
H -0.787758 5.345856 3.150488 0.0 0.0 0.1
H -1.937895 7.384656 2.406271 0.0 0.1 0.0
H -3.022884 2.700078 2.562388 0.0 0.0 0.0
H -4.225561 2.073152 4.610070 0.0 0.0 0.0
H -0.512839 1.712142 6.694841 0.0 0.0 0.0
H 0.708356 2.311883 4.656023 0.0 0.0 0.0
H 1.912629 1.231192 2.875683 0.0 0.0 0.0
H 4.262957 1.712534 3.440772 0.0 0.0 0.0
H 3.718900 5.783854 2.260411 0.0 0.0 0.0
H 1.361955 5.336238 1.744501 0.0 0.0 0.0
```
Positions in Å, forces in eV/Å.

Output
- energy above the lowest of the compared OMol25 structures with the same formula, charge and spin (kcal per mole) = 5.7
- calculated total energy (eV) = -116338.28070
- Kohn-Sham gap (eV) = 8.320
- total charge = +2
- strongest force on any atom (eV/Å) = 0.67
- LUMO level (eV) = -4.5
- 2S+1 = 1

---

C40H44FN6O5P2RuS | the ωB97M-V functional and the def2-TZVPD basis

```
100
Properties=species:S:1:pos:R:3:forces:R:3
Ru 0.107667 -0.229761 -0.202499 0.4 1.7 0.9
C -6.180107 -3.969594 -0.490905 0.0 0.0 0.0
C -5.879631 -3.570289 -1.784947 0.1 0.0 0.0
C -4.700793 -2.879506 -2.051220 0.0 -0.1 0.0
C -3.809400 -2.584438 -1.022222 0.1 0.0 0.0
C -4.114683 -3.001772 0.272551 0.0 0.0 0.0
C -5.292661 -3.683621 0.539909 0.0 0.0 0.0
P -2.275005 -1.576987 -1.227473 -0.6 -0.2 -0.3
C -2.247886 -1.376364 -3.049636 0.0 0.1 0.0
C -1.623283 -2.374175 -3.796071 0.0 -0.1 -0.1
C -1.481979 -2.249511 -5.171203 0.0 0.0 0.0
C -1.953503 -1.111717 -5.818594 0.0 0.0 0.1
C -2.585009 -0.115787 -5.085029 0.0 0.0 0.0
C -2.735932 -0.251391 -3.707420 0.0 0.0 -0.1
C -2.839935 0.017732 -0.567826 0.1 0.1 0.2
C -4.142384 0.522219 -0.613100 0.0 0.0 0.0
C -4.402555 1.763032 -0.053877 0.0 0.0 0.0
C -3.369763 2.495537 0.537313 -0.1 0.0 0.0
C -2.079546 1.988716 0.581022 0.1 -0.1 0.0
C -1.793626 0.724849 0.048128 -0.6 -0.2 -0.3
H -7.100989 -4.500601 -0.285414 0.0 0.0 0.0
H -6.565734 -3.791698 -2.594352 0.0 0.0 0.0
H -4.481916 -2.574065 -3.066300 0.0 0.0 0.0
H -3.425190 -2.776759 1.078472 0.0 0.0 0.1
H -5.519402 -3.995290 1.553717 0.0 0.0 0.0
H -1.236274 -3.257042 -3.292102 0.0 0.1 0.0
H -0.991020 -3.030464 -5.739080 0.0 0.0 0.0
H -1.828288 -1.004157 -6.889121 0.0 0.0 0.0
H -2.964732 0.768588 -5.584932 0.0 0.0 0.0
H -3.220537 0.535865 -3.139923 0.0 0.0 0.0
H -4.942859 -0.047248 -1.077575 0.0 0.0 0.0
H -5.407084 2.170114 -0.082027 0.0 0.0 0.0
H -3.582083 3.470808 0.962575 0.0 0.0 0.0
H -1.282167 2.577800 1.023136 0.0 0.0 0.0
C 0.880366 -3.697224 -0.865744 0.0 0.0 -0.1
C 1.861417 -2.609266 -1.186726 0.1 -0.3 -0.1
C 2.784041 -2.748389 -2.257701 -0.3 -0.3 0.2
C 3.720684 -1.790728 -2.457053 0.2 0.2 -0.2
C 3.802564 -0.676284 -1.594171 0.0 0.1 0.2
C 4.797747 0.313246 -1.719605 0.0 0.0 -0.1
C 4.848501 1.323582 -0.801806 -0.1 0.2 0.2
C 3.914878 1.399093 0.252465 0.2 0.2 -0.1
C 2.907822 0.475287 0.402953 -0.1 -0.2 -0.2
S 1.686549 0.594569 1.648090 -0.1 -0.2 -0.2
C 2.858723 -0.592844 -0.547224 0.1 -0.4 0.1
N 1.877950 -1.561534 -0.396159 0.6 0.1 -0.4
H 0.621388 -4.283057 -1.749733 0.0 0.0 0.0
H -0.022484 -3.286075 -0.416729 0.0 0.0 0.0
H 1.341648 -4.371977 -0.139261 0.0 0.0 0.0
H 2.721617 -3.616316 -2.903008 0.0 0.0 0.1
H 4.427946 -1.872155 -3.278055 0.0 0.0 0.1
H 5.511885 0.253986 -2.533365 0.0 0.0 0.0
H 5.612700 2.087508 -0.889665 -0.1 0.0 0.1
H 3.959192 2.220502 0.956782 0.0 0.0 -0.1
C -3.182819 -0.354431 3.283524 0.1 0.0 0.1
N -1.864199 -0.712601 3.830672 -0.2 0.4 0.0
C -1.087479 0.471629 4.222742 -0.1 -0.1 0.0
P -1.039473 -1.947326 3.119558 0.1 0.0 -0.2
O -0.571423 -1.728684 1.723999 -0.2 -0.4 -0.2
N 0.248351 -2.261148 4.090089 0.2 0.1 0.2
C 1.620670 -2.328739 3.602925 0.0 -0.1 0.1
C 0.102218 -2.386337 5.531856 0.1 0.0 -0.1
N -2.121340 -3.216470 3.212318 -0.1 -0.2 -0.1
C -1.683369 -4.461708 2.573985 0.0 0.2 0.1
C -2.955659 -3.469563 4.382027 0.0 0.0 -0.1
H -3.093548 0.412084 2.510384 0.0 0.0 0.0
H -3.819992 0.027862 4.085449 0.0 0.0 0.0
H -3.669046 -1.222956 2.845089 0.0 0.0 0.0
H -1.065414 1.209475 3.415362 0.0 0.0 0.0
H -0.059939 0.200336 4.458686 0.0 0.0 0.0
H -1.536303 0.932349 5.104667 0.0 0.0 0.0
H 1.650792 -2.133452 2.536015 0.0 0.0 0.0
H 2.042797 -3.319335 3.808668 0.0 0.0 0.0
H 2.242287 -1.576635 4.098972 0.0 0.0 0.0
H -0.935989 -2.266486 5.833803 0.0 0.0 0.0
H 0.690797 -1.616958 6.043493 0.0 0.0 0.0
H 0.454069 -3.363884 5.875730 0.0 0.0 0.0
H -0.923468 -4.261416 1.820884 0.0 0.1 0.0
H -2.522798 -4.956861 2.081063 -0.1 0.0 0.0
H -1.266109 -5.149562 3.318265 0.0 0.0 0.0
H -3.246130 -2.539081 4.862592 0.0 0.0 0.0
H -2.445623 -4.101295 5.120042 0.0 0.0 0.0
H -3.864236 -3.993294 4.071161 0.0 0.0 0.0
F 2.094157 2.773023 -6.740560 0.0 0.0 0.0
C 1.645209 2.020172 -5.734365 0.1 -0.1 -0.1
C 0.816577 2.512240 -4.816200 -0.3 0.2 0.3
N 0.331781 1.754614 -3.770164 -0.1 0.2 0.0
C -0.527539 2.372780 -2.737438 0.0 -0.2 -0.3
C 0.352871 2.841094 -1.582065 0.3 0.1 0.3
O 0.611387 4.040551 -1.512461 -0.1 -0.4 0.1
O 0.800628 1.902744 -0.827396 -0.1 0.2 -0.2
C 0.749995 0.474597 -3.591213 -0.1 0.2 0.0
O 0.410070 -0.216518 -2.638721 0.0 -0.6 0.2
N 1.575541 -0.018980 -4.567732 0.0 -0.1 0.1
C 2.102919 0.642964 -5.675063 0.1 -0.1 0.0
O 2.847948 0.086312 -6.447945 0.0 0.0 0.0
H 0.492759 3.543078 -4.848950 0.0 0.0 0.0
H -1.245246 1.628525 -2.402768 0.0 0.0 -0.1
H -1.036365 3.216717 -3.192952 0.0 0.0 0.0
H 1.870514 -0.975559 -4.433790 0.0 -0.1 0.0
```
Positions in Å, forces in eV/Å.

Output
- energy above the lowest of the compared OMol25 structures with the same formula, charge and spin (kcal per mole) = 16.2
- calculated total energy (eV) = -96086.10076
- Kohn-Sham gap (spin up / spin down) (eV) = 6.695 / 6.246
- total charge = 0
- strongest force on any atom (eV/Å) = 1.99
- LUMO level (spin up / spin down) (eV) = -0.1 / -1.1
- 2S+1 = 6

---

C40H45BrN2OReS3Sb | the ωB97M-V functional and the def2-TZVPD basis

```
94
Properties=species:S:1:pos:R:3:forces:R:3
Re -0.281944 0.358604 -1.532458 -1.0 1.7 -0.8
C -1.621015 3.128887 5.143875 -0.1 0.0 -0.5
C -1.627382 3.977882 3.851174 0.1 -0.6 0.2
S -0.956837 3.129216 2.394323 0.1 0.2 -0.1
C 0.825079 3.031024 2.744470 -0.3 -0.4 -0.1
C 1.385117 1.625539 3.127093 -0.2 0.1 0.1
S 0.390100 0.167377 2.652848 -0.1 0.3 -0.1
C -0.284906 -0.503859 4.223586 0.0 0.1 0.0
C -0.756496 0.466051 5.302931 -0.2 0.0 -0.3
S -2.254798 1.427661 4.938737 0.2 0.2 0.0
H -2.244512 3.598324 5.900976 0.1 0.2 0.0
H -0.609746 3.052721 5.539866 0.0 0.1 0.1
H -1.080649 4.909555 3.990871 -0.1 0.1 0.1
H -2.648138 4.219623 3.556960 0.0 0.0 0.0
H 1.038258 3.729034 3.552616 0.1 0.0 0.0
H 1.320966 3.399014 1.846717 0.1 -0.1 0.1
H 1.522638 1.556667 4.205251 0.1 0.0 0.0
H 2.357030 1.476400 2.659863 0.1 0.1 0.0
H 0.491294 -1.139358 4.647664 0.0 -0.1 0.0
H -1.103723 -1.143605 3.893849 0.0 0.0 0.0
H 0.031551 1.159777 5.583583 0.0 0.0 0.1
H -0.980687 -0.138950 6.180807 0.1 -0.1 0.0
Br 0.812799 -1.726622 -1.963698 0.4 -1.0 -0.2
C 0.289210 -1.899848 -3.817676 0.0 -0.1 0.3
C 0.455635 -3.075339 -4.476438 0.1 -0.2 -0.1
C 0.100643 -3.097912 -5.841703 0.0 0.0 0.0
C -0.353419 -1.960897 -6.452919 -0.1 0.1 -0.1
C -0.506205 -0.747509 -5.731846 0.0 0.0 -0.1
C -0.895259 0.460049 -6.357934 0.0 0.0 -0.1
C -0.965281 1.631030 -5.644234 0.0 0.1 0.0
C -0.737500 1.634830 -4.260474 0.0 0.1 -0.1
C -0.404519 0.474729 -3.579296 0.4 -0.6 1.0
C -0.214989 -0.718946 -4.348895 -0.1 0.2 -0.2
H 0.855084 -3.961937 -3.994114 0.0 0.1 0.0
H 0.216296 -4.017727 -6.400213 0.0 0.0 0.0
H -0.595318 -1.974616 -7.511367 0.0 0.0 0.1
H -1.112487 0.453126 -7.422125 0.1 0.0 0.1
H -1.200821 2.561094 -6.146742 0.0 -0.1 0.0
H -0.822236 2.576025 -3.735883 0.0 0.1 0.1
C -0.711010 4.419285 -1.537660 -0.3 0.0 0.0
N -2.063304 3.857440 -1.705922 0.4 -0.2 -0.1
C -3.060862 4.798098 -2.254166 -0.1 0.0 0.0
C -4.459171 4.367114 -1.881942 0.1 -0.1 0.2
C -4.641449 2.923028 -2.285612 0.0 0.0 0.1
N -3.583944 2.096506 -1.664984 0.0 -0.3 -0.1
C -3.936018 0.687589 -1.433257 -0.1 0.2 -0.1
C -2.370053 2.587684 -1.472473 -0.2 0.1 0.2
O -1.423299 1.784699 -0.970470 0.2 0.1 -0.3
H -0.665494 5.021380 -0.633114 -0.1 0.0 0.1
H -0.492140 5.054542 -2.396999 -0.1 -0.1 0.0
H 0.035947 3.644115 -1.475662 0.1 -0.2 0.0
H -2.942964 4.842237 -3.340697 0.1 0.0 0.0
H -2.838284 5.784732 -1.854415 0.1 0.0 0.1
H -5.191728 4.998823 -2.376682 0.0 0.0 0.0
H -4.600118 4.462293 -0.803426 -0.1 0.1 0.0
H -4.598526 2.800468 -3.370387 0.0 0.0 0.0
H -5.599157 2.541416 -1.944435 0.0 -0.1 0.1
H -4.855762 0.646366 -0.856076 -0.1 0.1 0.0
H -3.169704 0.173948 -0.874486 0.1 0.0 0.1
H -4.095467 0.179319 -2.385400 0.0 0.0 0.0
C 2.152383 -4.010085 6.186059 0.0 0.0 0.0
C 2.614176 -2.717817 5.953124 0.0 0.0 0.0
C 2.636326 -2.210249 4.662632 0.1 -0.2 0.0
C 2.218956 -3.018408 3.604975 0.0 0.0 -0.3
C 1.750431 -4.310692 3.831361 0.1 0.1 0.1
C 1.726246 -4.804170 5.129840 0.0 0.0 0.0
Sb 2.310321 -2.297452 1.620531 0.1 0.0 0.5
C 1.841956 -4.002298 0.433780 0.1 0.2 0.1
C 0.516862 -4.437057 0.519727 0.1 -0.1 -0.1
C 0.113565 -5.549206 -0.208880 0.0 0.0 0.0
C 1.022288 -6.204206 -1.034942 0.0 0.1 0.0
C 2.337743 -5.760947 -1.122163 0.0 0.0 0.0
C 2.757167 -4.653232 -0.392659 -0.1 -0.1 0.0
C 4.249437 -1.488960 1.333821 -0.3 -0.2 -0.1
C 5.081057 -1.914065 0.298383 0.0 0.1 0.1
C 6.348525 -1.358456 0.180209 0.0 0.0 0.0
C 6.764555 -0.368804 1.061598 0.0 0.0 0.0
C 5.918769 0.069569 2.075352 0.0 0.0 0.0
C 4.653606 -0.484174 2.212538 0.1 -0.1 -0.1
H 2.127629 -4.397263 7.197229 0.0 0.0 -0.1
H 2.959101 -2.107319 6.778478 0.0 0.0 0.0
H 2.992082 -1.201242 4.492770 0.0 0.0 0.0
H 1.426244 -4.942351 3.013486 0.0 0.0 0.0
H 1.377669 -5.811785 5.313845 0.0 0.0 0.0
H -0.197973 -3.924373 1.157118 0.0 0.0 0.0
H -0.905272 -5.909062 -0.119752 0.1 0.0 0.0
H 0.704220 -7.065999 -1.609393 0.0 0.0 0.1
H 3.051886 -6.286358 -1.746508 -0.1 0.0 0.0
H 3.790425 -4.338795 -0.457122 -0.1 -0.1 0.0
H 4.770203 -2.675150 -0.404473 0.0 0.1 0.0
H 7.013161 -1.704773 -0.602219 0.0 0.0 0.0
H 7.751831 0.064413 0.957977 0.0 0.0 0.0
H 6.242824 0.841625 2.762351 0.0 0.0 0.0
H 4.006180 -0.143255 3.011547 0.0 0.0 0.0
```
Positions in Å, forces in eV/Å.

Output
- energy above the lowest of the compared OMol25 structures with the same formula, charge and spin (kcal per mole) = 113.2
- calculated total energy (eV) = -158424.87051
- Kohn-Sham gap (spin up / spin down) (eV) = 4.269 / 4.563
- total charge = +3
- strongest force on any atom (eV/Å) = 2.15
- LUMO level (spin up / spin down) (eV) = -10.1 / -9.8
- 2S+1 = 4